1.
{
  "formula": "C33H88O33S11",
  "method": "wB97M-V/def2-TZVPD",
  "e_tot_ev": -222379.791,
  "orbital_gap_ev": [7.6, 2.3],
  "multiplicity": 2,
  "de_lowest_kj_mol": 328.5,
  "total_charge": 1,
  "homo_ev": [-12.1, -12.1],
  "species": ["O", "S", "O", "O", "C", "C", "C", "H", "H", "H", "H", "H", "H", "H", "H", "O", "S", "O", "O", "C", "C", "C", "H", "H", "H", "H", "H", "H", "H", "H", "O", "S", "O", "O", "C", "C", "C", "H", "H", "H", "H", "H", "H", "H", "H", "O", "S", "O", "O", "C", "C", "C", "H", "H", "H", "H", "H", "H", "H", "H", "O", "S", "O", "O", "C", "C", "C", "H", "H", "H", "H", "H", "H", "H", "H", "O", "S", "O", "O", "C", "C", "C", "H", "H", "H", "H", "H", "H", "H", "H", "O", "S", "O", "O", "C", "C", "C", "H", "H", "H", "H", "H", "H", "H", "H", "O", "S", "O", "O", "C", "C", "C", "H", "H", "H", "H", "H", "H", "H", "H", "O", "S", "O", "O", "C", "C", "C", "H", "H", "H", "H", "H", "H", "H", "H", "O", "S", "O", "O", "C", "C", "C", "H", "H", "H", "H", "H", "H", "H", "H", "O", "S", "O", "O", "C", "C", "C", "H", "H", "H", "H", "H", "H", "H", "H"],
  "xyz": [[3.233, 1.852, 5.292], [3.921, 3.080, 5.519], [5.367, 3.120, 5.961], [3.410, 4.295, 4.335], [2.246, 4.078, 3.549], [2.566, 2.932, 2.546], [3.023, 3.919, 6.890], [2.076, 5.015, 3.018], [1.296, 3.916, 4.057], [2.040, 3.082, 1.603], [2.331, 1.931, 2.909], [3.619, 3.037, 2.285], [3.038, 3.184, 7.694], [2.140, 4.437, 6.517], [3.736, 4.643, 7.286], [8.864, 3.063, 2.286], [7.754, 3.958, 2.153], [7.674, 4.993, 1.163], [6.318, 3.044, 2.242], [6.435, 1.752, 2.881], [6.429, 0.663, 1.822], [7.564, 4.816, 3.758], [5.760, 1.535, 3.709], [7.360, 1.494, 3.396], [7.167, 0.866, 1.047], [5.502, 0.437, 1.295], [6.812, -0.292, 2.183], [6.524, 4.788, 4.084], [7.834, 5.872, 3.728], [8.021, 4.276, 4.587], [-0.295, 1.360, 7.057], [-1.159, 2.440, 6.689], [-0.957, 3.798, 7.286], [-1.010, 2.771, 5.104], [-1.067, 1.663, 4.149], [-0.545, 0.250, 4.572], [-3.022, 1.999, 6.677], [-0.470, 1.867, 3.260], [-2.109, 1.479, 3.889], [-1.142, -0.245, 5.338], [0.415, 0.364, 5.075], [-0.582, -0.526, 3.807], [-3.273, 1.235, 5.941], [-3.725, 2.831, 6.673], [-3.164, 1.506, 7.639], [-2.273, -3.501, 1.288], [-2.447, -4.099, 2.629], [-3.588, -4.962, 2.942], [-0.961, -4.723, 3.125], [0.220, -4.277, 2.550], [1.451, -4.904, 3.161], [-2.481, -2.772, 3.862], [0.195, -3.189, 2.480], [0.176, -4.575, 1.502], [1.373, -4.776, 4.241], [2.360, -4.391, 2.846], [1.506, -5.983, 3.016], [-2.740, -3.204, 4.829], [-3.168, -1.980, 3.565], [-1.444, -2.450, 3.773], [-7.891, 2.973, 0.478], [-6.796, 3.553, -0.314], [-6.417, 4.962, -0.119], [-5.455, 2.639, 0.011], [-4.226, 3.007, -0.649], [-3.435, 3.811, 0.343], [-7.138, 3.208, -2.106], [-4.328, 3.809, -1.381], [-3.709, 2.148, -1.077], [-2.390, 3.934, 0.057], [-3.440, 3.242, 1.272], [-3.840, 4.814, 0.479], [-6.780, 4.054, -2.693], [-8.215, 3.062, -2.177], [-6.769, 2.292, -2.568], [7.238, -2.661, -2.485], [6.255, -2.832, -1.488], [5.194, -1.860, -1.360], [5.651, -4.446, -1.491], [4.801, -4.843, -0.436], [3.534, -5.587, -0.878], [7.220, -2.983, 0.020], [4.446, -3.967, 0.107], [5.451, -5.454, 0.190], [3.195, -5.536, -1.913], [2.736, -5.140, -0.284], [3.597, -6.661, -0.707], [8.095, -3.516, -0.352], [6.634, -3.504, 0.777], [7.661, -2.042, 0.349], [-2.204, -0.176, -3.840], [-2.840, 0.262, -5.106], [-2.267, 1.406, -5.807], [-2.923, -0.968, -6.141], [-3.321, -0.693, -7.429], [-4.752, -1.205, -7.721], [-4.656, 0.562, -4.761], [-2.615, -1.057, -8.176], [-3.303, 0.350, -7.747], [-5.446, -1.457, -6.920], [-4.708, -2.048, -8.411], [-5.344, -0.485, -8.287], [-4.916, -0.118, -3.949], [-5.257, 0.454, -5.665], [-4.746, 1.557, -4.326], [-2.035, -0.346, 1.702], [-0.989, -0.073, 0.675], [-0.677, 1.333, 0.491], [0.424, -0.848, 1.114], [1.593, -0.526, 0.282], [2.806, -1.534, 0.588], [-1.553, -0.869, -0.933], [2.113, 0.408, 0.496], [1.380, -0.466, -0.786], [2.943, -1.806, 1.635], [3.824, -1.189, 0.408], [2.494, -2.428, 0.047], [-2.324, -0.351, -1.504], [-1.789, -1.930, -0.860], [-0.675, -0.743, -1.567], [3.619, 0.641, -3.977], [2.690, 1.747, -4.291], [1.473, 1.505, -4.958], [2.341, 2.511, -2.793], [0.974, 2.837, -2.615], [0.756, 4.410, -2.392], [3.549, 3.071, -5.156], [0.609, 2.358, -1.707], [0.292, 2.512, -3.401], [1.088, 4.882, -3.317], [1.374, 4.818, -1.592], [-0.306, 4.647, -2.327], [4.519, 3.371, -4.759], [2.938, 3.971, -5.228], [3.717, 2.565, -6.107], [-0.257, -5.310, -2.484], [0.133, -3.958, -2.919], [0.807, -3.003, -2.024], [0.897, -4.204, -4.356], [1.750, -3.268, -4.955], [3.068, -3.116, -4.117], [-1.300, -3.069, -3.698], [1.139, -2.384, -5.139], [1.975, -3.591, -5.972], [3.444, -4.027, -3.650], [3.026, -2.499, -3.219], [3.852, -2.762, -4.787], [-1.940, -2.931, -2.826], [-1.711, -3.732, -4.460], [-0.856, -2.194, -4.173], [-4.615, -2.071, -2.072], [-5.715, -1.359, -1.422], [-6.267, -0.100, -1.971], [-6.984, -2.466, -1.218], [-8.315, -2.109, -0.787], [-9.381, -3.016, -1.509], [-5.387, -1.034, 0.366], [-8.602, -1.068, -0.937], [-8.517, -2.137, 0.284], [-9.144, -4.078, -1.577], [-9.567, -2.606, -2.501], [-10.288, -2.996, -0.905], [-5.401, -2.084, 0.658], [-6.264, -0.502, 0.735], [-4.461, -0.459, 0.385]],
  "lowdin_charge": [-0.22, 0.80, -0.24, -0.07, -0.15, 0.01, -0.03, 0.15, 0.16, 0.11, 0.08, 0.08, 0.10, 0.08, 0.08, -0.27, 0.68, -0.26, -0.28, -0.29, -0.07, -0.11, 0.09, 0.12, 0.09, 0.07, 0.08, 0.03, 0.07, 0.07, -0.29, 0.67, -0.33, -0.29, -0.22, -0.08, -0.06, 0.10, 0.11, 0.07, 0.07, 0.04, 0.06, 0.08, 0.06, -0.31, 0.72, -0.28, -0.26, -0.33, -0.05, -0.11, 0.10, 0.12, 0.08, 0.07, 0.09, 0.08, 0.07, 0.03, -0.31, 0.70, -0.30, -0.28, -0.28, -0.08, -0.09, 0.11, 0.12, 0.07, 0.08, 0.08, 0.06, 0.07, 0.04, -0.25, 0.65, -0.29, -0.26, -0.30, -0.04, -0.11, 0.09, 0.12, 0.07, 0.06, 0.08, 0.07, 0.06, 0.06, -0.32, 0.69, -0.29, -0.24, -0.30, -0.06, -0.06, 0.13, 0.11, 0.07, 0.07, 0.07, 0.02, 0.06, 0.06, -0.33, 0.69, -0.32, -0.26, -0.21, -0.04, -0.08, 0.09, 0.11, 0.07, 0.04, 0.05, 0.05, 0.06, 0.04, -0.30, 0.66, -0.27, -0.26, -0.28, -0.04, -0.11, 0.09, 0.10, 0.06, 0.06, 0.07, 0.08, 0.07, 0.07, -0.29, 0.69, -0.32, -0.29, -0.24, -0.05, -0.09, 0.11, 0.12, 0.06, 0.05, 0.08, 0.05, 0.08, 0.04, -0.29, 0.71, -0.34, -0.27, -0.26, -0.05, -0.07, 0.11, 0.11, 0.08, 0.07, 0.07, 0.07, 0.07, 0.05]
}

---

2.
{
  "formula": "C4H13NS",
  "method": "wB97M-V/def2-TZVPD",
  "e_tot_ev": -16679.468,
  "orbital_gap_ev": 6.4,
  "de_lowest_kj_mol": 446.0,
  "homo_ev": -8.8,
  "species": ["C", "S", "H", "H", "H", "C", "C", "C", "N", "H", "H", "H", "H", "H", "H", "H", "H", "H", "H"],
  "xyz": [[-1.519, -1.224, -2.597], [-1.281, 0.538, -2.101], [-1.740, -1.197, -3.663], [-0.561, -1.725, -2.434], [-2.269, -1.744, -2.002], [1.172, -0.262, 2.230], [0.337, 0.485, 1.201], [1.275, 1.054, 0.112], [-0.797, -0.361, 0.794], [1.276, -1.292, 1.917], [2.199, 0.095, 2.248], [0.829, -0.256, 3.267], [-0.122, 1.364, 1.653], [1.900, 0.304, -0.372], [1.890, 1.844, 0.555], [0.635, 1.559, -0.604], [-1.295, 0.089, -0.024], [-0.474, -1.187, 0.286], [-1.454, 1.916, -0.467]],
  "lowdin_charge": [-0.46, 0.54, 0.03, 0.02, 0.03, -0.08, -0.53, -0.12, -0.03, 0.07, 0.07, 0.08, 0.12, 0.08, 0.08, -0.03, -0.10, 0.06, 0.19]
}

---

3.
{
  "formula": "C2H4N2O2S",
  "method": "wB97M-V/def2-TZVPD",
  "e_tot_ev": -20047.924,
  "orbital_gap_ev": 9.8,
  "de_lowest_kj_mol": 150.4,
  "smiles": "N/C(=N\\O)C(=O)S",
  "homo_ev": -9.4,
  "species": ["C", "C", "H", "H", "H", "H", "N", "N", "O", "O", "S"],
  "xyz": [[-0.339, -0.259, 0.571], [-0.238, -0.164, -0.978], [-1.464, -1.331, 1.991], [-1.841, -1.555, 0.308], [1.112, 0.517, 2.998], [1.579, 1.282, -0.507], [-1.408, -1.003, 1.032], [0.485, 0.335, 1.274], [0.295, 0.130, 2.656], [-0.977, -0.831, -1.645], [0.999, 0.869, -1.661]],
  "lowdin_charge": [-0.42, -0.73, 0.10, 0.09, 0.09, -0.12, 0.15, -0.01, -0.04, 0.02, 0.86]
}